Molecular formula: C32H86N2O26S8
Method: DFT, ωB97M-V/def2-TZVPD

As for the gap between HOMO and LUMO: 9.032 eV. Its energy relative to the best compared isomer or geometry (same formula, charge and spin) is 15.4 kJ/mol. Its SMILES is CCOS(C)(=O)=O.CCOS(C)(=O)=O.CCOS(C)(=O)=O.CCOS(C)(=O)=O.CCOS(C)(=O)=O.CCOS(C)(=O)=O.CCOS(C)(=O)=O.CCOS(C)(=O)=O.COC[C@H](C)N.COC[C@H](C)N.

The geometry in XYZ format:
```
154
Properties=species:S:1:pos:R:3:forces:R:3:lowdin_charge:R:1
C -5.72682 -1.16352 -1.79867 0.07 -0.64 -0.06 -0.062
C -4.85341 -0.52342 -0.72555 -1.67 -0.45 2.02 -0.233
O -5.10408 0.92013 -0.67480 -0.52 -0.53 0.59 -0.280
S -4.27732 1.91340 -1.54668 1.20 -0.88 -0.77 0.535
C -2.66221 1.76238 -0.91284 0.66 -0.87 1.13 -0.126
O -4.18105 1.37546 -2.87963 -0.71 0.69 -0.04 -0.284
O -4.74311 3.21730 -1.21850 -0.56 0.01 -0.34 -0.256
H -5.54977 -2.26009 -1.85843 -0.19 0.66 0.29 0.090
H -5.30592 -0.76322 -2.69089 0.17 0.18 -1.06 0.043
H -6.81757 -0.94266 -1.86267 0.85 -0.04 0.80 0.097
H -5.08451 -0.83322 0.36699 0.11 0.35 -1.84 0.127
H -3.81011 -0.77995 -0.87264 0.18 0.34 -0.39 0.076
H -2.10681 0.95933 -1.45970 -0.37 0.98 0.25 0.060
H -2.73900 1.42852 0.16475 0.24 0.80 -1.01 0.079
H -2.28664 2.78873 -1.04300 0.50 -0.59 0.24 0.069
C -0.01121 -2.69737 4.75802 -0.02 0.38 -0.62 -0.045
C 0.44903 -3.96956 4.07258 -0.39 -0.03 -1.15 -0.230
O 1.72460 -3.83460 3.39257 0.51 0.79 0.88 -0.279
S 2.16088 -5.05304 2.49636 0.37 -0.52 1.95 0.574
C 3.47421 -4.21775 1.73021 0.00 0.00 -0.40 -0.128
O 2.63283 -6.12224 3.37678 -0.65 1.14 -1.48 -0.286
O 1.10226 -5.30842 1.56032 0.05 -0.58 -0.29 -0.304
H -0.47948 -2.06087 4.00074 0.13 0.18 0.20 0.061
H 0.76969 -2.12639 5.28239 -0.02 -0.40 -0.25 0.086
H -0.77624 -2.94520 5.49573 0.03 -0.12 -0.07 0.078
H 0.49171 -4.77702 4.76784 0.29 -0.72 0.49 0.112
H -0.15447 -4.25945 3.20504 -0.94 0.16 0.84 0.081
H 3.98896 -5.01608 1.19813 0.49 0.32 -0.01 0.081
H 4.03586 -3.67520 2.49280 0.24 -0.55 -0.07 0.084
H 3.05377 -3.45123 1.06892 -0.03 -0.24 -0.03 0.029
C -0.08792 2.19420 -4.89454 0.11 -1.33 -0.85 -0.054
C 1.27888 2.34003 -4.24274 -0.09 0.35 -3.00 -0.217
O 2.02094 1.07678 -4.18177 -0.66 0.73 0.53 -0.270
S 2.52227 0.38628 -5.49357 0.95 1.46 -0.96 0.562
C 3.85967 1.53659 -6.01738 0.73 -2.15 0.31 -0.090
O 3.01502 -0.85972 -5.01663 0.34 -0.50 -0.17 -0.275
O 1.54426 0.44524 -6.53942 -0.01 -0.42 0.17 -0.291
H -0.65207 3.10182 -4.87052 -0.02 0.91 -0.08 0.075
H -0.70728 1.49749 -4.35433 -0.10 -0.48 0.36 0.056
H -0.00876 1.79504 -5.94481 -0.09 0.76 1.16 0.084
H 1.84610 3.08060 -4.87145 -0.15 -0.69 0.84 0.115
H 1.19689 2.70621 -3.26452 0.10 0.24 1.50 0.091
H 4.75723 1.25452 -5.42924 -0.64 0.46 0.07 0.076
H 3.54151 2.54985 -5.82068 0.11 0.11 -0.26 0.029
H 4.16057 1.28250 -7.05509 -0.75 0.45 0.47 0.081
C 1.89426 -3.56430 -1.96593 -0.09 1.01 1.89 -0.050
C 1.05202 -2.52392 -2.64522 1.01 0.00 -0.49 -0.270
O -0.29780 -3.00835 -2.77959 -0.44 -0.10 -0.08 -0.249
S -1.38457 -1.98107 -3.28641 -1.06 0.21 0.09 0.570
C -1.48025 -2.14779 -5.06404 0.16 -0.42 -0.24 -0.106
O -2.65007 -2.40992 -2.71921 1.28 0.34 -0.44 -0.287
O -0.86969 -0.65960 -3.02971 -0.40 -0.23 0.12 -0.299
H 2.82658 -3.06630 -1.74978 0.73 0.20 -0.38 0.070
H 2.09819 -4.35881 -2.64406 -0.05 -1.07 0.02 0.077
H 1.61047 -3.79095 -0.89404 -0.39 -0.42 -1.46 0.085
H 1.08693 -1.56251 -2.15234 -0.39 0.11 0.37 0.092
H 1.50133 -2.34336 -3.62850 -0.36 -0.04 -0.09 0.109
H -0.44350 -1.98823 -5.49311 -1.20 -0.61 0.42 0.090
H -2.05592 -1.25035 -5.33506 -0.01 -0.38 -0.02 0.073
H -2.05449 -3.10020 -5.35118 1.22 1.44 0.39 0.105
C -0.09123 2.52156 4.04078 -0.23 -0.09 0.01 -0.056
C 1.26102 2.70251 3.36368 -1.18 2.36 -0.16 -0.294
O 2.07581 1.57787 3.65266 -1.32 -0.48 0.35 -0.248
S 3.52177 1.68648 3.16115 1.60 0.24 -0.56 0.620
C 4.31907 0.80437 4.48716 1.32 0.00 -1.70 -0.092
O 3.62083 0.88831 1.93646 0.48 1.59 1.56 -0.295
O 3.86504 3.10519 3.22958 0.45 -1.90 -0.73 -0.290
H 0.07656 2.21116 5.09075 -0.33 0.30 -0.46 0.087
H -0.75230 1.74916 3.53650 0.91 0.90 0.51 0.084
H -0.58561 3.52052 3.99325 0.10 -0.86 0.21 0.094
H 1.07384 2.87562 2.29843 0.33 -0.71 -0.19 0.115
H 1.81105 3.66052 3.63753 -0.84 -1.36 0.33 0.129
H 4.43126 1.37164 5.36603 -0.36 0.92 0.97 0.061
H 5.33311 0.59141 4.13585 -0.08 0.06 -0.14 0.081
H 3.85889 -0.13405 4.65470 -0.79 -0.79 0.10 0.061
C 1.96748 7.48524 1.34432 -1.06 -0.68 0.42 -0.058
C 2.04534 7.08462 -0.11199 0.15 -0.81 0.18 -0.220
O 1.12074 5.92109 -0.38566 1.33 0.87 0.69 -0.239
S 0.37202 6.02133 -1.75719 -0.90 0.64 -1.41 0.550
C 1.61008 5.92116 -2.97449 -0.13 -2.50 0.38 -0.122
O -0.41358 4.83556 -1.84844 -0.13 -0.15 0.29 -0.265
O -0.21939 7.31641 -1.97785 0.04 -0.43 0.84 -0.274
H 2.72130 8.23935 1.64698 -0.60 -0.27 -0.47 0.092
H 2.14201 6.58808 1.97871 -0.08 0.53 -0.38 0.085
H 0.91023 7.81345 1.51644 1.06 0.03 0.22 0.100
H 1.67619 7.80935 -0.78662 -0.18 1.33 -0.33 0.083
H 3.07990 6.86228 -0.40184 -0.35 -0.60 0.02 0.107
H 1.16200 5.92280 -3.93158 -0.94 -0.05 -0.91 0.079
H 2.11242 4.96405 -2.86254 0.15 -0.04 0.02 0.049
H 2.29566 6.68416 -2.99529 1.53 2.02 0.45 0.040
C 4.79716 1.01967 -1.04215 -1.17 1.21 1.08 -0.029
C 3.76314 2.08534 -1.45042 0.55 -0.66 -0.91 -0.229
O 4.26011 3.41972 -1.47389 0.47 2.11 0.15 -0.251
S 4.99400 4.03920 -2.72909 0.89 -1.91 1.11 0.562
C 5.22959 5.68774 -2.28545 0.14 0.06 -1.71 -0.103
O 6.29532 3.43654 -2.74086 -0.02 0.12 -0.69 -0.263
O 4.15169 3.96920 -3.87695 -0.46 -0.07 -0.56 -0.276
H 5.30692 1.39967 -0.10132 -0.22 -0.82 -1.38 0.107
H 5.39194 0.72936 -1.88654 0.85 0.28 -0.11 0.071
H 4.20062 0.13873 -0.81464 0.06 -0.08 0.36 0.050
H 3.34648 1.91063 -2.42863 -0.10 -0.48 -0.42 0.088
H 2.93777 2.20745 -0.80030 -0.71 -0.46 1.03 0.102
H 5.77984 6.03321 -3.17026 -0.32 0.24 0.06 0.098
H 5.92636 5.71585 -1.51713 0.94 0.12 1.77 0.060
H 4.33558 6.23953 -2.13825 -0.67 0.37 0.19 0.034
C -2.30596 -5.93106 -1.98855 -1.37 0.55 0.09 -0.060
C -1.99665 -5.59478 -0.53669 0.63 1.70 -0.77 -0.271
O -2.86586 -6.30279 0.32371 -0.14 -0.69 -0.06 -0.231
S -2.71322 -6.33312 1.88260 -0.11 1.46 0.02 0.538
C -1.51703 -7.50810 2.26040 1.32 -0.91 -2.23 -0.119
O -2.23876 -5.07140 2.38023 0.02 0.06 -0.28 -0.288
O -3.97164 -6.81094 2.31272 -0.77 -0.52 0.47 -0.250
H -1.56105 -5.36093 -2.53395 0.16 -0.24 -0.43 0.053
H -3.34295 -5.58353 -2.40039 1.78 -0.79 1.12 0.121
H -2.16022 -7.00885 -2.06676 -0.15 0.06 -0.62 0.077
H -0.91913 -5.79727 -0.36569 -0.59 -0.20 0.29 0.129
H -2.14113 -4.51252 -0.37445 0.08 -0.43 0.07 0.104
H -1.70458 -7.66363 3.27884 0.07 -0.52 1.56 0.055
H -0.46509 -7.19112 2.05478 -0.99 0.04 0.21 0.078
H -1.75696 -8.40693 1.65627 0.15 0.36 0.58 0.094
C -3.58382 -1.10492 4.89521 -1.47 -1.21 -0.60 -0.102
O -4.24408 0.09995 5.28488 0.87 -0.25 -0.03 -0.181
C -5.46532 0.23155 4.57270 -0.65 -1.00 2.16 -0.238
C -5.29254 0.45433 3.13553 1.00 -1.07 -2.42 -0.493
C -4.36448 1.65726 2.92971 -0.16 -0.67 0.77 -0.018
N -6.57421 0.78382 2.57923 -1.46 -0.17 0.80 0.052
H -4.27107 -2.01159 5.05974 0.82 1.11 0.04 0.117
H -2.64148 -1.29581 5.37830 0.13 0.48 0.77 0.062
H -3.34748 -1.15017 3.82468 -0.07 0.31 0.03 0.064
H -5.97188 -0.74038 4.78363 -0.42 0.63 -0.38 0.130
H -6.09705 1.07036 4.97242 0.86 -0.69 -0.01 0.148
H -4.92148 -0.49626 2.62815 0.10 1.00 0.60 0.127
H -3.34605 1.46537 3.29855 -0.51 0.22 0.38 0.076
H -4.93722 2.41420 3.46760 0.74 0.54 0.14 0.095
H -4.23731 1.99257 1.92668 -0.33 0.02 -1.05 0.047
H -7.24604 0.01936 2.52626 0.35 -0.04 0.46 0.092
H -6.47171 1.06283 1.64958 0.27 0.81 -1.76 0.038
C -2.34963 -2.13550 1.08472 0.66 0.82 -0.52 -0.051
O -1.09641 -1.61579 1.55731 -1.20 0.27 0.70 -0.181
C 0.05333 -2.03331 0.89588 0.74 0.24 0.09 -0.201
C 1.11728 -0.95767 1.10666 -0.58 0.94 -1.32 -0.355
C 0.57606 0.36820 0.48095 0.37 -0.20 1.46 -0.017
N 2.42733 -1.35917 0.61189 -0.74 -1.25 -0.91 0.073
H -3.09116 -1.30528 1.10774 0.38 -0.81 0.73 0.072
H -2.60882 -3.08290 1.55585 -0.30 0.37 0.37 0.068
H -2.25068 -2.33806 0.02691 0.08 -0.18 -0.61 0.057
H 0.41132 -2.99120 1.26007 -0.01 -0.33 -0.09 0.099
H -0.14347 -2.06312 -0.16519 -0.09 -0.42 -0.68 0.106
H 1.21400 -0.78876 2.15391 0.12 0.09 0.98 0.121
H 0.13295 0.29920 -0.49995 0.37 -0.27 -0.67 0.063
H 1.35466 1.12099 0.57886 0.12 0.12 -0.49 0.049
H -0.23734 0.72468 1.09968 -0.31 0.07 0.30 0.061
H 3.18246 -0.85658 0.99681 0.54 0.80 0.90 0.024
H 2.52872 -1.21070 -0.38097 -0.36 -0.07 -0.31 0.055
```
Positions in Å, forces in eV/Å.